[1]
Computed, not measured: a molecular structure, C35H61N10SeSi4Ti at a distorted geometry, with ωB97M-V with the def2-TZVPD basis set.

```
112
Properties=species:S:1:pos:R:3:forces:R:3
Ti -2.784073 0.832019 -0.118753 -3.328 -0.861 0.592
N -1.796731 4.620810 2.016348 -1.086 0.463 0.037
C -1.378927 3.391050 1.826307 0.094 -1.852 -1.314
N -2.265881 2.691205 1.070735 -0.464 2.415 1.467
C -3.292289 3.650397 0.944026 -1.019 -2.320 -1.969
N -3.080630 4.812016 1.476062 2.063 0.553 0.933
C -4.458713 3.308617 0.115842 0.461 1.882 0.778
C -5.438952 4.272720 -0.041606 -0.820 -0.908 -0.210
N -6.500681 4.101237 -0.819327 0.343 0.150 0.133
C -6.523139 2.912565 -1.511186 -0.281 0.600 -0.136
C -5.538220 1.964891 -1.384416 -2.053 -0.893 -1.680
N -4.499220 2.139882 -0.585239 3.452 -0.814 1.735
H -1.273785 5.403009 2.384283 -0.238 -0.198 0.109
H -0.435850 2.954044 2.175598 -0.326 0.588 -0.184
H -5.400228 5.151906 0.562793 0.103 0.626 0.162
H -7.399008 2.886676 -2.176738 0.674 -0.764 0.204
H -5.577150 1.005315 -1.935940 -0.048 0.690 0.333
N -1.787898 -0.021978 1.647403 -1.307 -1.268 -0.099
C -2.313133 -0.812525 2.810666 1.345 1.305 1.337
C -1.418985 -2.043707 3.180188 0.427 0.403 0.980
N -0.488738 -2.364428 2.126676 0.052 -0.332 -0.494
H -1.112137 -0.625906 1.181899 0.389 -0.373 0.190
H -1.290804 0.751253 2.003201 0.872 0.767 0.473
H -3.316232 -1.158884 2.700436 -0.528 0.233 -0.557
H -2.269821 -0.076542 3.681707 -0.425 -1.066 -0.956
H -2.085294 -2.877575 3.456061 0.140 0.205 -0.105
H -0.808116 -1.818893 4.087314 -0.557 -0.024 -0.598
H -0.879371 -3.046476 1.498064 -0.055 -0.146 -0.321
H 0.391752 -2.741861 2.449527 -0.007 0.196 0.093
Se 0.394396 0.189882 -0.673771 0.536 0.643 -1.147
N -1.224452 1.075062 -1.176627 1.243 -0.936 -0.786
C -0.939834 1.807288 -2.274374 -0.324 1.431 -1.073
C -1.895547 2.537886 -3.046211 1.240 0.436 -0.329
C -1.351409 3.494307 -3.915091 0.357 -0.466 1.495
C 0.028823 3.870763 -3.878169 -1.492 -0.215 -1.945
C 0.965079 3.069038 -3.339480 1.497 -2.026 0.455
C 0.469254 1.925963 -2.633904 -0.558 -0.017 1.742
N 1.287298 1.076103 -2.005845 0.205 -0.304 0.577
H -2.979946 2.431745 -2.960644 0.390 -0.231 0.050
H -1.975738 3.990700 -4.619403 -0.519 0.516 -0.204
H 0.256604 4.634090 -4.592602 0.540 0.612 0.004
H 2.096816 3.072234 -3.443649 -1.672 0.578 0.068
C -4.970043 -2.992229 1.745700 1.285 2.295 0.128
C -5.962602 -1.851240 1.383019 -0.485 -0.761 -1.247
C -5.758365 -0.577125 2.169479 -0.638 1.623 0.728
C -5.984481 -1.608716 -0.130109 1.415 0.145 -0.581
C -7.138416 -1.778238 -0.842293 -0.664 0.585 -0.071
C -7.173990 -1.808663 -2.239799 0.307 -0.429 -0.875
C -5.963326 -2.113745 -2.840225 0.543 1.085 1.985
C -4.719202 -1.939156 -2.179059 -2.196 0.264 0.701
C -3.513366 -2.289278 -2.935782 0.899 -0.091 -1.075
C -3.201558 -1.085986 -3.942976 1.181 -1.888 1.081
C -2.325889 -2.800189 -2.070918 -0.041 0.217 0.649
C -4.754878 -1.299795 -0.915866 -4.029 -3.525 -0.678
N -3.819956 -0.544668 -0.501251 4.622 2.864 1.867
H -4.637205 -2.786179 2.766924 -0.265 -0.519 0.276
H -4.025909 -2.850500 1.173513 -0.633 -0.503 -0.039
H -5.384368 -3.968626 1.673300 -0.199 -0.746 -0.303
H -6.973010 -2.285986 1.580439 0.572 0.587 0.191
H -5.077729 0.200697 1.686698 -0.894 -1.188 0.498
H -5.379728 -0.804011 3.180023 -0.063 0.184 -0.235
H -6.771951 -0.094896 2.337744 1.204 -0.271 -0.326
H -8.064904 -1.790416 -0.297598 -0.378 -0.176 0.260
H -8.067319 -1.634997 -2.864920 0.358 -0.505 0.689
H -5.833635 -2.318213 -3.846969 -0.356 -0.523 -2.035
H -3.819061 -3.183418 -3.570920 0.374 1.058 0.510
H -2.866660 -0.178884 -3.397204 -0.352 -0.531 -0.424
H -4.105054 -0.962305 -4.522039 -0.050 0.479 -0.212
H -2.388812 -1.481398 -4.580984 -0.247 0.675 -0.004
H -1.721526 -1.967975 -1.605726 -0.650 -0.879 -0.513
H -1.673268 -3.424522 -2.688103 0.138 0.283 -0.001
H -2.687252 -3.494796 -1.247116 0.208 0.945 -0.841
C 7.697742 0.196843 -1.043116 -0.076 1.203 -0.046
Si 6.015115 1.145598 -0.790460 -0.270 -1.558 0.656
C 6.050095 2.941921 -0.166549 -0.576 0.470 -0.016
C 5.154630 1.274955 -2.457222 -0.841 -1.195 -1.535
Si 4.834857 -0.285739 0.583649 -1.044 -0.919 -0.095
Si 5.239144 0.397304 2.740591 0.417 -1.246 -2.302
C 4.462404 -0.949306 3.884303 0.244 -0.435 -1.558
C 4.429020 2.012473 3.195604 -0.098 -0.581 0.959
C 7.160963 0.423764 2.883082 -0.048 0.491 0.890
Si 5.784457 -2.545261 0.387592 -0.534 2.720 0.118
C 7.593450 -2.879417 0.823633 -0.821 -0.231 1.521
C 4.629414 -3.726827 1.297154 0.464 -0.740 0.031
C 5.814136 -2.964706 -1.419917 0.227 0.349 -0.858
H 8.270817 0.682859 -1.816260 0.225 -0.096 -1.031
H 7.537063 -0.868342 -1.248982 -0.044 0.498 -0.097
H 8.404573 0.297222 -0.223721 -0.316 -0.204 0.669
H 6.707968 3.559853 -0.809467 0.295 -0.143 0.865
H 6.159775 3.014028 0.953246 0.453 0.175 -1.291
H 5.060239 3.407466 -0.398170 0.352 -0.659 0.247
H 4.992361 0.292592 -3.064318 1.044 1.478 0.977
H 5.690690 2.039046 -3.030284 0.069 -0.249 -0.509
H 4.098107 1.588100 -2.464469 0.283 0.261 0.767
H 3.523551 -1.462857 3.605570 0.295 0.748 -0.378
H 4.314222 -0.470765 4.785851 -0.556 0.933 2.404
H 5.126734 -1.765787 4.083970 0.781 -0.482 0.048
H 5.024937 2.896352 3.010427 -0.226 0.270 -0.333
H 4.312191 1.905179 4.270565 0.012 0.377 0.538
H 3.406263 1.997196 2.819507 0.148 0.422 -0.423
H 7.399014 -0.648716 2.908357 0.271 0.326 0.330
H 7.405401 0.954255 3.809737 0.351 -0.532 0.525
H 7.866860 0.904681 2.173430 -1.103 -0.283 -0.243
H 7.856872 -2.471991 1.807031 0.123 0.302 -0.300
H 8.248229 -2.523542 0.049369 0.404 -0.047 -0.159
H 7.638064 -3.945241 1.009980 0.479 -0.610 -0.473
H 5.253198 -4.194928 2.083134 -0.534 -0.007 -0.089
H 4.255547 -4.522230 0.623154 0.189 0.261 0.318
H 3.770518 -3.219127 1.733737 0.115 0.046 0.054
H 5.489563 -3.993477 -1.438183 0.226 -0.677 -0.535
H 6.839261 -2.815987 -1.824186 -0.622 -0.478 0.144
H 5.136915 -2.397842 -2.066507 -0.042 0.010 0.267
```
Forces are in eV/Å.

Values from the calculation:
- strongest force on any atom (eV/A) = 5.75
- frontier orbital gap (alpha / beta) (eV) = 3.9117 / 3.7771
- net charge = -1
- E_HOMO (alpha / beta) (Ha) = -0.085 / -0.085
- expectation value of S² = 2.051
- 2S+1 = 3
- calculated total energy (eV) = -172156.4560

Results of the Mulliken charge analysis, in e, for atoms 1 through 99: 0.553, 0.078, -0.453, 0.436, 0.095, -0.731, 0.078, -0.511, -0.759, -0.489, -0.717, 0.956, 0.218, 0.649, 0.502, 0.383, 0.298, 0.334, 0.644, -0.680, -0.516, 0.015, 0.058, -1.194, 0.332, 0.327, 0.409, 0.142, 0.212, -0.319, 0.083, 1.180, -0.149, -0.867, -0.749, -0.474, 0.161, -0.455, 0.388, 0.432, 0.340, 0.274, -1.489, 0.434, -1.355, 0.637, -0.426, -1.272, -0.795, -0.180, 0.177, -1.240, -1.113, -0.363, 0.453, 0.489, 0.177, 0.416, 0.534, 0.033, 0.574, 0.283, 0.403, 0.305, 0.571, 0.519, 0.064, 0.430, 0.449, 0.004, 0.477, 0.215, -0.970, 0.314, -0.983, -0.676, 0.263, 0.260, -1.327, -1.035, -1.048, 0.405, -1.193, -0.891, -1.198, 0.509, -0.042, 0.250, 0.400, 0.085, 0.251, 0.212, 0.357, -0.119, 0.161, 0.509, 0.358, 0.376, 0.376



[2]
Computed, not measured: 3 unconnected molecules or ions with the total composition C35H62F7N2O8 at a distorted geometry, with ωB97M-V with the def2-TZVPD basis set.

```
114
Properties=species:S:1:pos:R:3:forces:R:3
C -2.606592 3.999127 0.801503 0.280 0.334 -0.106
C -1.411558 3.765734 -0.175995 -0.751 -0.334 0.191
C -1.408929 2.328601 -0.799971 -0.001 1.077 0.096
C 0.008551 1.730239 -0.867929 -0.341 0.043 -0.134
C 0.044790 0.213850 -1.212778 0.239 1.146 0.258
C -0.895844 -0.577394 -0.283857 -0.180 -0.153 -0.601
C -0.542657 -2.068904 -0.131793 0.424 0.323 -0.169
C 0.716494 -2.364318 0.702545 0.754 -0.489 0.494
C 0.512674 -2.075323 2.214423 -2.453 -0.614 -2.475
C -0.549133 -2.951544 2.957333 0.838 1.165 -0.304
C -0.370058 -2.355904 4.401773 -0.417 -1.683 0.260
C -1.158948 -1.084871 4.801467 -0.258 1.352 -0.978
C -2.094201 -0.543125 3.703785 0.877 0.456 -0.045
N -3.136527 -1.152462 3.372748 -0.747 -0.466 -0.160
C -0.901072 -3.490395 5.333003 -0.391 -0.359 -0.227
F -0.690848 -3.164440 6.674581 0.168 0.381 -0.213
C -2.395137 -3.802271 5.174032 -0.376 -0.276 1.073
C -2.821012 -4.708888 6.378965 -0.217 0.706 -0.188
C 1.205989 -2.395475 4.392451 -0.575 -1.689 1.973
C 2.042195 -2.137854 5.667328 0.302 0.978 0.340
C 1.631806 -1.017682 6.618522 0.711 -0.079 0.355
F 2.061356 -3.317458 6.405476 -0.186 -0.192 -0.413
N 1.741089 -1.949648 3.060597 0.563 0.726 -0.290
C 2.381262 -0.577122 3.056460 -0.438 1.720 0.307
C 1.437742 0.640507 3.155081 0.190 1.101 -0.327
C 1.884885 1.732636 4.186106 -1.172 -0.647 -0.447
C 1.505172 3.142365 3.721175 0.525 -0.444 1.216
F 2.075745 4.017936 4.581133 0.120 0.243 0.243
F 1.976095 3.443807 2.507323 -0.265 -0.109 -0.634
C -0.011039 3.416986 3.839104 -0.023 0.204 -0.114
F -0.724616 2.602502 3.061782 -0.097 -0.446 -0.592
F -0.296931 4.655046 3.529702 0.020 0.870 -0.594
F -0.430945 3.229517 5.080204 0.111 -0.436 0.800
C 2.912513 -2.782710 2.577532 0.100 -1.802 0.079
C 2.641305 -4.298967 2.458049 0.045 -0.507 0.427
C 3.330378 -5.148563 3.536159 1.101 1.704 -1.608
O 2.782617 -5.974557 4.146447 -1.526 -1.798 1.617
O 4.664099 -4.876858 3.692330 -0.437 1.004 0.262
H -2.228934 4.499935 1.700885 -0.291 -0.129 -0.094
H -3.111229 3.070306 1.101926 0.226 0.169 -0.042
H -3.370747 4.660758 0.374119 0.154 -0.225 0.029
H -1.499059 4.509017 -0.977172 0.355 -0.110 0.180
H -0.488023 3.959017 0.386958 -0.061 -0.123 -0.325
H -1.831310 2.435211 -1.811812 0.128 -0.391 0.199
H -2.126780 1.745276 -0.208624 0.393 -0.205 -0.168
H 0.525625 1.947411 0.085722 -0.175 -0.290 -0.160
H 0.557777 2.300918 -1.632397 -0.010 -0.231 0.194
H -0.241093 0.150547 -2.272341 -0.016 -0.431 0.297
H 1.100871 -0.092070 -1.137001 -0.326 -0.214 -0.010
H -0.977994 -0.024638 0.667804 0.054 -0.358 -0.050
H -1.896261 -0.538278 -0.740674 0.173 0.055 0.311
H -0.341849 -2.454399 -1.143035 -0.121 0.034 0.259
H -1.390081 -2.652405 0.253219 0.169 0.188 -0.023
H 0.998407 -3.411378 0.511860 -0.031 0.208 0.228
H 1.587122 -1.765381 0.381619 -0.447 0.006 -0.249
H -0.086893 -1.157711 2.117902 1.069 0.457 0.817
H -1.517326 -2.786627 2.478783 0.125 0.213 0.394
H -0.385110 -4.035160 2.886584 0.247 0.256 0.385
H -1.811959 -1.235009 5.668930 0.355 -0.383 -0.130
H -0.498983 -0.258461 5.098541 -0.009 -0.307 -0.128
H -1.842782 0.388242 3.166392 0.287 -0.086 0.475
H -3.631226 -0.647326 2.635792 -0.029 -0.098 0.085
H -0.358479 -4.436601 5.162450 0.117 0.334 -0.003
H -3.029033 -2.912169 5.257695 0.381 -0.009 -0.331
H -2.649107 -4.264214 4.212728 0.392 0.032 0.148
H -1.985141 -5.282316 6.791770 -0.309 -0.230 -0.290
H -3.158319 -4.046844 7.187550 0.155 -0.235 -0.118
H -3.688049 -5.322787 6.115198 0.393 -0.127 0.032
H 1.273876 -3.499549 4.399528 0.464 0.384 -0.561
H 3.102431 -1.972663 5.405075 -0.305 0.005 -0.173
H 2.145822 -1.219117 7.570322 -0.084 0.014 -0.285
H 2.066879 -0.074148 6.263715 -0.503 -0.059 0.033
H 0.571143 -0.959806 6.866249 0.148 0.004 -0.364
H 2.969853 -0.426565 2.145709 -0.316 -0.576 0.002
H 3.127205 -0.493120 3.857304 -0.352 -0.596 0.008
H 0.384686 0.431713 3.350439 0.343 -0.379 -0.010
H 1.442066 1.157505 2.181937 -0.083 -0.467 0.104
H 2.950634 1.693674 4.432524 -0.215 0.175 -0.061
H 1.254169 1.573940 5.071217 0.710 0.090 0.179
H 3.244935 -2.467296 1.588549 -0.220 0.586 0.376
H 3.707895 -2.632787 3.316059 -0.085 0.134 -0.349
H 2.980202 -4.703625 1.493656 -0.002 0.376 0.140
H 1.580565 -4.556497 2.538591 0.256 0.133 -0.124
H 4.811468 -4.845975 4.653957 0.365 -0.584 -0.258
C -0.855030 4.200938 -7.847524 -0.244 -0.194 0.024
C -0.834312 5.177103 -6.690246 0.469 -0.100 -0.337
O -2.158745 5.429843 -6.196465 -0.058 0.009 0.255
C -2.664031 4.491636 -5.397854 0.003 0.023 -0.248
O -2.110361 3.475914 -5.051827 -0.086 0.126 0.104
O -3.903383 4.859809 -5.057979 0.150 -0.021 0.065
C -4.601461 3.905278 -4.259028 -0.228 -0.102 0.137
H -1.540170 4.542693 -8.624769 0.108 0.101 -0.022
H 0.141098 4.091145 -8.276781 -0.014 0.030 0.006
H -1.199956 3.217884 -7.526182 0.103 0.006 0.050
H -0.446811 6.138019 -7.026310 -0.256 0.098 0.096
H -0.185534 4.830577 -5.884862 -0.182 -0.081 0.072
H -4.018616 3.620702 -3.383784 0.070 -0.052 -0.098
H -4.846182 3.026391 -4.855301 0.110 -0.045 0.069
H -5.525037 4.374347 -3.928804 0.075 0.151 -0.133
C 2.905229 -0.061245 -11.951779 -0.240 -0.194 0.015
C 2.907165 0.912585 -10.791929 0.458 -0.100 -0.309
O 1.576167 1.152252 -10.310932 -0.073 0.050 0.240
C 1.072008 0.205744 -9.517143 0.024 -0.026 -0.211
O 1.631580 -0.802452 -9.166174 -0.087 0.165 0.039
O -0.175038 0.561572 -9.189448 0.133 0.025 0.050
C -0.867834 -0.404272 -8.398794 -0.249 -0.111 0.151
H 2.224135 0.277854 -12.733894 0.104 0.100 -0.019
H 3.906534 -0.159962 -12.371636 -0.008 0.047 0.016
H 2.566391 -1.047795 -11.634826 0.091 0.017 0.065
H 3.288648 1.877838 -11.122876 -0.250 0.092 0.089
H 3.551094 0.569996 -9.981201 -0.179 -0.090 0.063
H -0.288794 -0.684195 -7.520209 0.076 -0.053 -0.107
H -1.097481 -1.283824 -8.999844 0.116 -0.044 0.068
H -1.799848 0.052956 -8.074594 0.074 0.157 -0.130
```
Forces are in eV/Å.

Values from the calculation:
- strongest force on any atom (eV/A) = 3.54
- frontier orbital gap (eV) = 9.7501
- net charge = +1
- E_HOMO (Ha) = -0.444
- 2S+1 = 1
- calculated total energy (eV) = -75676.8885

Results of the Mulliken charge analysis, in e, for atoms 1 through 99: -1.051, -0.435, -0.529, -0.503, -0.766, 0.061, -1.394, -0.921, 0.665, -1.886, 2.680, -1.067, -0.513, -0.504, -1.019, -0.503, -0.254, -1.372, -0.066, -0.687, -1.438, -0.409, 1.508, -1.640, 1.542, -1.331, 0.841, -0.324, -0.280, 0.387, -0.062, -0.282, -0.305, -0.767, -0.575, 0.141, -0.485, -0.495, 0.149, 0.282, 0.374, 0.436, 0.262, 0.289, 0.324, -0.162, 0.504, 0.449, 0.309, -0.221, 0.584, 0.500, 0.471, 0.137, 0.395, -0.910, 0.702, 0.265, 0.890, 0.082, 0.324, 0.330, 0.838, 0.214, 0.349, 0.343, 0.350, 0.399, 0.148, 0.692, 0.547, 0.240, 0.214, 0.404, 0.834, -0.859, 0.128, 0.477, 0.311, 0.730, 0.818, 0.590, 0.106, 0.380, -0.980, -0.221, -0.360, 0.807, -0.567, -0.332, -0.402, 0.302, 0.354, 0.233, 0.315, 0.287, 0.054, 0.286, 0.246



Among the records above, which one has the lowest calculated total energy? C35H61N10SeSi4Ti



The lowest net charge belongs to which entry? C35H61N10SeSi4Ti



The highest strongest force on any atom belongs to which entry? C35H61N10SeSi4Ti